(w)
Formula: C3H5NS
Source: the OMol25 dataset
Level of theory: ωB97M-V/def2-TZVPD

Calculated values
* orbital gap: 8.748 eV
* spin multiplicity: 1
* SMILES: S=CN1CC1
* net charge: 0

Each line ends with the natural charge from an NBO analysis.
Cartesian coordinates (Å):
S  1.97345  -0.02056  -0.05900  0.0245
C  0.38674  0.04573  0.32854  -0.1173
N  -0.64843  -0.20029  -0.53488  -0.4276
C  -1.68574  0.76766  -0.04291  -0.2698
C  -1.84197  -0.67062  0.17945  -0.2533
H  0.15920  0.53954  1.34977  0.1708
H  -1.71653  1.45651  0.79577  0.2188
H  -2.22424  1.22327  -0.85218  0.2159
H  -1.70378  -1.21943  1.11108  0.2189
H  -2.70496  -1.12542  -0.50670  0.2192


(x)
Formula: C3H5NS
Source: the OMol25 dataset
Level of theory: ωB97M-V/def2-TZVPD

Calculated values
* orbital gap: 8.578 eV
* spin multiplicity: 1
* SMILES: S=C1CNC1
* net charge: 0

Each line ends with the natural charge from an NBO analysis.
Cartesian coordinates (Å):
S  2.57469  -0.00785  -0.08788  0.0796
C  0.97871  -0.00044  -0.04812  -0.0767
C  -0.11060  -1.03742  -0.04148  -0.3062
N  -1.10870  -0.01506  -0.27261  -0.6087
C  -0.10597  1.05389  -0.04059  -0.3073
H  -0.02523  -1.78647  -0.86893  0.2162
H  -0.19681  -1.62232  0.92855  0.2120
H  -1.85611  0.01782  0.39938  0.3612
H  -0.16831  1.62096  0.90264  0.2133
H  0.01833  1.77689  -0.87095  0.2166


The structure with the greatest stability is (x).


(w)
Formula: C2H2N4O2
Source: the OMol25 dataset
Level of theory: ωB97M-V/def2-TZVPD

Calculated values
* orbital gap: 8.731 eV
* spin multiplicity: 1
* SMILES: O/N=c1\nconn1
* net charge: 0

Each line ends with the natural charge from an NBO analysis.
Cartesian coordinates (Å):
O  -2.71667  0.15440  0.12597  -0.5561
N  -1.59932  -0.76996  -0.04312  -0.1116
C  -0.37244  -0.23180  -0.34277  0.3691
N  0.10187  1.05655  -0.26270  -0.5053
C  1.42008  1.04285  -0.05016  0.4437
O  2.22257  0.02399  0.26068  -0.3946
N  1.77386  -1.37243  0.07852  0.1860
N  0.56143  -1.42927  -0.30582  -0.1255
H  -3.48204  -0.44370  0.66763  0.4893
H  2.09066  1.96938  -0.12824  0.2052


(x)
Formula: C2H2N4O2
Source: the OMol25 dataset
Level of theory: ωB97M-V/def2-TZVPD

Calculated values
* orbital gap: 8.993 eV
* spin multiplicity: 1
* SMILES: O/N=C/c1nnon1
* net charge: 0

Each line ends with the natural charge from an NBO analysis.
Cartesian coordinates (Å):
O  -1.64083  -0.80522  -1.95174  -0.5821
N  -0.98803  0.25692  -1.19072  -0.0450
C  -0.70019  -0.41034  0.03114  -0.0347
C  0.37095  0.26159  0.68298  0.1540
N  0.58912  0.03641  2.01512  -0.1964
N  1.67279  0.75195  2.20142  0.1416
O  2.13029  1.21241  0.93468  -0.1580
N  1.42451  0.68605  -0.09926  -0.0127
H  -1.73732  -0.39843  -2.90177  0.4832
H  -1.12128  -1.59135  0.27816  0.2500


(y)
Formula: C2H2N4O2
Source: the OMol25 dataset
Level of theory: ωB97M-V/def2-TZVPD

Calculated values
* orbital gap: 8.820 eV
* spin multiplicity: 1
* SMILES: O=C/N=c1\nn[nH]o1
* net charge: 0

Each line ends with the natural charge from an NBO analysis.
Cartesian coordinates (Å):
O  1.80734  -0.83048  -1.39181  -0.5879
C  1.27998  0.26679  -1.84515  0.4784
N  0.44180  0.88687  -0.93709  -0.5909
C  -0.14094  0.30281  0.02090  0.6621
N  -0.64402  -0.98148  0.00389  -0.2702
N  -1.28596  -1.19936  1.13532  0.0708
N  -1.41620  -0.11951  1.73375  -0.0718
O  -0.48686  0.80625  1.23489  -0.2935
H  1.89305  0.89206  -2.76716  0.1800
H  -1.44819  -0.02395  2.81246  0.4230


(z)
Formula: C2H2N4O2
Source: the OMol25 dataset
Level of theory: ωB97M-V/def2-TZVPD

Calculated values
* orbital gap: 8.665 eV
* spin multiplicity: 1
* SMILES: O/N=c1\cnnno1
* net charge: 0

Each line ends with the natural charge from an NBO analysis.
Cartesian coordinates (Å):
O  2.26248  0.21912  0.08076  -0.5860
N  1.37454  -0.89491  -0.03633  -0.1441
C  0.15744  -0.47970  -0.01242  0.3685
C  -0.32405  0.93122  -0.02713  0.0640
N  -1.60090  1.18399  -0.04807  -0.2468
N  -2.48920  0.08658  0.08728  -0.0302
N  -2.15705  -1.07530  0.04531  0.1857
O  -0.77627  -1.44067  -0.04663  -0.3383
H  3.11992  -0.21492  0.04838  0.4882
H  0.43306  1.68459  -0.09117  0.2390


The structure with the greatest stability is (y).


(w)
Formula: C2H2N4O2
Source: the OMol25 dataset
Level of theory: ωB97M-V/def2-TZVPD

Calculated values
* orbital gap: 8.616 eV
* spin multiplicity: 1
* SMILES: O/N=c1/nconn1
* net charge: 0

Each line ends with the natural charge from an NBO analysis.
Cartesian coordinates (Å):
O  2.50859  0.51783  0.01872  -0.5231
N  1.63260  -0.49913  0.04367  -0.0879
C  0.42653  -0.12528  -0.00871  0.3301
N  -0.52643  -1.12568  -0.12727  -0.4800
C  -1.73522  -0.70722  0.02232  0.4154
O  -2.06348  0.52629  0.14541  -0.3960
N  -1.09598  1.59177  -0.11197  0.2177
N  0.06022  1.21654  -0.03712  -0.1509
H  3.34764  0.07007  0.10465  0.4822
H  -2.55445  -1.46520  -0.04970  0.1925


(x)
Formula: C2H2N4O2
Source: the OMol25 dataset
Level of theory: ωB97M-V/def2-TZVPD

Calculated values
* orbital gap: 8.073 eV
* spin multiplicity: 1
* SMILES: [H]/N=c1\nnc(=O)[nH]o1
* net charge: 0

Each line ends with the natural charge from an NBO analysis.
Cartesian coordinates (Å):
H  2.81584  0.37201  0.78121  0.3634
N  1.92634  0.61043  1.21065  -0.5528
C  0.97667  0.18782  0.54572  0.5421
N  1.16658  -0.56808  -0.65346  -0.0886
N  0.10393  -0.91670  -1.22933  -0.1673
C  -1.17735  -0.37851  -0.94979  0.6872
O  -2.22180  -0.56762  -1.54653  -0.4888
N  -1.19619  0.54760  0.11158  -0.3518
O  -0.27339  0.22287  1.13318  -0.3465
H  -2.12062  0.49017  0.59675  0.4031


The structure with the greatest stability is (x).


(w)
Formula: C3H8N4O
Source: the OMol25 dataset
Level of theory: ωB97M-V/def2-TZVPD

Calculated values
* orbital gap: 9.135 eV
* spin multiplicity: 1
* SMILES: [H]/N=C(/O)C/C(N)=N/N
* net charge: 0

Each line ends with the natural charge from an NBO analysis.
Cartesian coordinates (Å):
H  1.35187  -0.99823  -1.65827  0.3571
N  1.94482  -1.28108  -0.86321  -0.7251
C  1.77900  -0.43877  0.09181  0.5703
O  2.44514  -0.67362  1.22217  -0.6744
C  0.93044  0.78664  0.07502  -0.5365
C  -0.54596  0.46892  0.07139  0.3944
N  -1.29437  0.76585  1.18731  -0.8283
N  -1.05176  -0.05591  -1.01022  -0.3497
N  -2.37418  -0.35868  -0.92238  -0.6840
H  2.92778  -1.50758  1.08592  0.4991
H  1.17683  1.41665  0.93622  0.2296
H  1.16904  1.35910  -0.82871  0.2579
H  -0.98656  1.56154  1.73350  0.3862
H  -2.27830  0.81980  0.93299  0.3962
H  -2.68654  -0.75249  -1.81360  0.3643
H  -2.50725  -1.11215  -0.23994  0.3430


(x)
Formula: C3H8N4O
Source: the OMol25 dataset
Level of theory: ωB97M-V/def2-TZVPD

Calculated values
* orbital gap: 8.845 eV
* spin multiplicity: 1
* SMILES: CC(=O)N(N)/C=N\N
* net charge: 0

Each line ends with the natural charge from an NBO analysis.
Cartesian coordinates (Å):
C  0.52389  2.12018  -0.08273  -0.7037
C  0.72153  0.62558  0.00443  0.6867
O  1.70171  0.11679  -0.50788  -0.6126
N  -0.42586  -0.03656  0.44644  -0.3193
N  -1.44502  0.70177  1.07154  -0.6522
C  -0.56629  -1.43652  0.41191  0.1539
N  0.16254  -2.29202  -0.16244  -0.2555
N  0.71927  -2.22273  -1.38426  -0.6097
H  1.36367  2.56223  -0.61157  0.2315
H  0.41498  2.53795  0.91481  0.2368
H  -0.37341  2.35160  -0.65159  0.2293
H  -2.32132  0.66986  0.55129  0.3560
H  -1.71057  0.43461  2.01740  0.3628
H  -1.29361  -1.82179  1.11732  0.1653
H  1.37274  -2.98401  -1.51722  0.3617
H  1.15576  -1.32694  -1.61746  0.3690


(y)
Formula: C3H8N4O
Source: the OMol25 dataset
Level of theory: ωB97M-V/def2-TZVPD

Calculated values
* orbital gap: 9.345 eV
* spin multiplicity: 1
* SMILES: CN(O)/C=N\C=N/N
* net charge: 0

Each line ends with the natural charge from an NBO analysis.
Cartesian coordinates (Å):
C  0.53741  2.37234  0.38432  -0.3981
N  0.18879  0.92179  -0.00244  -0.1551
O  -1.08979  0.67878  0.49472  -0.5708
C  0.70468  0.14794  -1.03956  0.2872
N  0.22054  -0.92329  -1.57863  -0.5707
C  -0.93778  -1.57105  -1.06263  0.2187
N  -1.14304  -2.07897  0.10377  -0.3124
N  -0.09269  -1.79055  1.01361  -0.7012
H  -0.28085  2.97648  0.03919  0.2071
H  0.52025  2.44631  1.47756  0.2139
H  1.46913  2.61342  -0.08594  0.2029
H  -0.83582  -0.11125  1.00743  0.4992
H  1.73407  0.45142  -1.20729  0.1844
H  -1.66630  -1.71960  -1.80653  0.1813
H  0.81059  -1.92493  0.58105  0.3502
H  -0.13918  -2.48884  1.68137  0.3635


The structure with the greatest stability is (w).